Formula: C5H5FO2
Source: the Open Molecules 2025 dataset
Level of theory: ωB97M-V with the def2-TZVPD basis set

Computed properties:
**Total charge**: 0
**ΔE to the lowest compared entry with this formula, charge and spin**: 343.4 kJ/mol
**Gap between HOMO and LUMO**: 10.16 eV
**HOMO energy**: -9.414 eV

CARTESIAN COORDINATES (ANGSTROEM)
O: -2.821 -0.148 -0.429
C: -1.658 -0.101 -0.311
C: -0.883 0.844 0.594
C: 0.509 0.528 -0.016
F: 0.351 0.974 -1.329
C: 1.703 -0.334 -0.102
C: 0.405 -0.997 -0.094
O: -0.709 -1.037 -0.906
H: -1.040 1.861 0.330
H: -0.883 0.611 1.674
H: 2.403 -0.072 -1.005
H: 2.297 -0.494 0.769
H: 0.326 -1.636 0.826

Force components x, y, z for each atom (eV/Å):
O -0.7 -0.4 -0.8
C 1.1 -1.0 0.5
C 3.2 -0.3 0.2
C -0.5 0.8 1.1
F 0.1 0.7 -0.3
C 3.1 1.6 -2.4
C -0.7 -1.1 1.1
O -2.1 -1.2 -0.6
H -0.9 0.9 0.3
H -0.5 0.2 -0.6
H -1.6 -0.6 1.7
H 0.0 -0.6 0.5
H -0.4 0.9 -0.7